<a>
{"formula": "C6H15NS", "method": "wB97M-V/def2-TZVPD", "symbols": ["C", "C", "S", "C", "N", "C", "C", "C", "H", "H", "H", "H", "H", "H", "H", "H", "H", "H", "H", "H", "H", "H", "H"], "coordinates": [[-1.699, 0.054, -0.989], [-2.818, 0.162, 0.050], [-2.383, 0.977, 1.560], [-0.391, -0.623, -0.431], [0.740, 0.302, -0.506], [1.525, 0.543, 0.756], [1.554, -0.541, 1.825], [1.664, 0.079, -1.636], [-1.577, 0.863, -1.706], [-2.037, -0.833, -1.574], [-3.736, 0.524, -0.417], [-3.028, -0.877, 0.364], [-0.967, 1.846, 0.760], [-0.560, -0.786, 0.650], [-0.217, -1.573, -0.943], [2.525, 0.861, 0.414], [1.034, 1.418, 1.185], [2.273, -0.307, 2.602], [0.634, -0.601, 2.421], [1.740, -1.527, 1.341], [2.688, -0.134, -1.317], [1.348, -0.838, -2.188], [1.687, 1.010, -2.222]], "homo_energy_ha": -0.301}

---

<b>
{"formula": "C6H15NS", "method": "wB97M-V/def2-TZVPD", "symbols": ["C", "C", "C", "N", "S", "C", "C", "C", "H", "H", "H", "H", "H", "H", "H", "H", "H", "H", "H", "H", "H", "H", "H"], "coordinates": [[2.029, 0.176, -1.599], [0.748, -0.386, -1.018], [-0.353, -0.082, -2.178], [0.469, 0.278, 0.243], [0.153, 1.976, 0.195], [-0.362, -0.445, 1.150], [-1.837, -0.738, 0.693], [-0.389, 0.220, 2.501], [1.835, 1.251, -1.732], [2.767, 0.140, -0.903], [2.273, -0.249, -2.468], [0.779, -1.485, -0.875], [-0.401, 1.010, -2.342], [-1.213, -0.588, -1.707], [0.163, -0.639, -2.953], [1.047, 2.101, 1.207], [0.082, -1.407, 1.235], [-2.151, 0.146, 0.309], [-1.814, -1.488, 0.044], [-2.493, -1.063, 1.622], [-1.196, 1.026, 2.516], [0.477, 0.775, 2.698], [-0.613, -0.529, 3.363]], "smiles": "CC(C)N(S)C(C)C", "homo_energy_ha": -0.301}

---

Preferred: <b>; penalty for the next structure: 0.0332 hartree.

---

<a>
{"formula": "C3H5N", "method": "wB97M-V/def2-TZVPD", "symbols": ["C", "C", "C", "N", "H", "H", "H", "H", "H"], "coordinates": [[-0.332, 0.544, 0.235], [-1.273, 0.346, 1.231], [1.355, -0.421, -1.000], [0.178, -0.481, -0.487], [0.016, 1.543, -0.028], [-1.683, -0.656, 1.346], [-1.427, 0.919, 2.138], [1.556, -1.181, -1.752], [2.151, 0.237, -0.658]], "homo_energy_ha": [-0.589, -0.625], "multiplicity": 2, "total_charge": 1}

---

<b>
{"formula": "C3H5N", "method": "wB97M-V/def2-TZVPD", "symbols": ["C", "C", "C", "N", "H", "H", "H", "H", "H"], "coordinates": [[0.105, 0.424, -0.526], [1.008, 1.269, 0.033], [-0.970, -1.402, 0.334], [-0.929, -0.130, 0.255], [0.130, 0.293, -1.611], [2.048, 1.457, -0.204], [0.664, 1.969, 0.803], [-1.774, -1.743, 0.987], [-0.281, -2.138, -0.071]], "homo_energy_ha": [-0.590, -0.627], "multiplicity": 2, "total_charge": 1}

---

Preferred: <a>; penalty for the next structure: 0.0111 hartree.